Entry from the Open Molecules 2025 dataset: a 14-piece molecular cluster, C29H90N18O17 overall (the ωB97M-V functional and the def2-TZVPD basis).

```
154
Properties=species:S:1:pos:R:3:mulliken_charge:R:1
C -18.3947 2.7487 12.9083 0.743
O -18.5133 3.9458 12.9651 -0.477
N -18.5373 2.0727 11.7907 -0.316
N -18.2296 1.9555 13.9194 -0.396
H -18.4402 1.0795 11.9467 0.177
H -18.8666 2.5119 10.9429 0.255
H -18.2524 0.9627 13.7353 0.146
H -18.1261 2.3522 14.8424 -0.091
C -16.6479 4.5867 9.9623 0.489
O -15.8531 4.5734 10.8669 -0.777
N -17.8682 4.8870 10.1801 1.726
N -16.3348 4.3075 8.7186 -0.307
H -18.6325 4.9418 9.5221 -0.310
H -18.0308 5.1307 11.1466 -1.628
H -16.9569 4.2617 7.9242 0.143
H -15.4126 3.9094 8.6130 0.258
C -15.3926 6.5212 13.5666 0.548
O -15.0639 7.4072 14.3240 -0.864
N -14.4663 5.9510 12.7813 -0.281
N -16.5433 6.0124 13.5203 1.126
H -14.8117 5.2186 12.1776 0.344
H -13.4963 6.2286 12.7343 0.198
H -16.8277 5.1590 13.0609 -0.239
H -17.2069 6.5404 14.0688 -0.801
C -21.4926 9.4761 16.1004 0.612
O -21.5155 8.8890 17.1470 -0.743
N -22.4097 10.3488 15.7261 -0.209
N -20.6577 9.3187 15.1064 0.644
H -22.3974 10.6943 14.7771 0.099
H -23.1542 10.6481 16.3394 0.258
H -20.7093 9.8986 14.2810 -0.068
H -19.7712 8.8787 15.3080 -0.177
C -18.0006 7.7023 16.4099 0.531
O -18.5379 7.6411 15.3420 -0.535
N -16.7837 7.7811 16.6470 -0.273
N -18.6252 7.7276 17.5641 -0.371
H -16.4310 7.8815 17.5881 0.177
H -16.1573 7.7023 15.8587 0.126
H -19.6139 7.5803 17.4198 -0.127
H -18.1623 7.7624 18.4611 0.189
C -22.4015 11.1655 12.1711 0.731
O -21.7097 11.3652 13.1055 -0.848
N -23.1929 12.0754 11.7043 -0.438
N -22.2342 10.1481 11.3909 0.271
H -23.6892 12.0190 10.8265 0.152
H -23.1975 12.8587 12.3419 0.278
H -21.4201 9.5513 11.4251 -0.338
H -22.9074 9.9897 10.6549 0.084
C -23.8810 6.2566 10.7236 0.266
O -22.8192 6.7291 10.3515 -1.002
N -24.9572 6.3699 9.9817 -0.386
N -24.1038 5.4602 11.7224 -0.134
H -24.8733 6.9060 9.1298 0.287
H -25.8629 6.0497 10.2935 0.137
H -24.9848 5.0013 11.9050 0.208
H -23.2841 5.2349 12.2677 -0.072
C -21.1139 3.8843 9.3268 1.137
C -22.4790 3.5807 8.6259 -0.524
O -22.2601 3.3857 7.2667 -0.559
O -20.3469 2.7189 9.5714 -0.738
H -21.3204 4.2967 10.3143 -0.262
H -20.4913 4.6111 8.8049 -0.507
H -23.1015 4.4745 8.6664 0.213
H -23.0179 2.7527 9.0864 0.380
H -23.0902 3.1894 6.8263 0.331
H -20.7879 2.3105 10.3200 0.473
C -20.7764 6.4455 13.0616 0.167
C -19.8634 7.3021 12.0985 3.173
O -20.5102 7.9198 11.0280 1.049
O -21.0483 5.1330 12.5846 0.203
H -21.6656 7.0406 13.2698 -0.039
H -20.3200 6.3090 14.0420 -0.636
H -19.0378 6.6793 11.7541 -3.151
H -19.3208 8.0649 12.6568 0.412
H -21.2000 7.3366 10.7029 0.317
H -20.3715 4.4922 12.8147 -0.093
C -25.5564 9.6265 13.8993 -0.866
C -24.9584 8.3048 14.0935 1.041
O -25.5584 7.5680 15.1068 -0.698
O -25.8177 10.3824 15.1918 -0.585
H -26.6014 9.5284 13.6052 0.454
H -25.0060 10.1328 13.1063 0.252
H -23.9066 8.4619 14.3326 -0.471
H -25.0190 7.6774 13.2042 0.084
H -24.9148 7.3757 15.7927 0.531
H -26.1562 9.6663 15.7342 0.346
C -18.8659 11.6566 12.0856 -1.124
C -17.4673 11.6640 11.5183 0.148
C -16.7518 10.3109 11.4819 -0.453
O -17.4351 9.5793 10.4391 -0.159
C -16.8769 8.2607 10.3490 -0.286
N -17.5922 12.2656 10.1854 -0.907
H -18.8896 11.4058 13.1461 0.382
H -19.5263 10.9110 11.6429 -0.227
H -19.2130 12.6895 12.1104 0.347
H -16.8670 12.3584 12.1062 0.603
H -16.7840 9.8477 12.4681 0.100
H -15.6928 10.2722 11.2267 0.447
H -15.7898 8.1867 10.3198 0.607
H -17.1970 7.7308 9.4519 -0.255
H -17.2767 7.7137 11.2029 -0.085
H -18.0250 11.4052 9.8813 0.364
H -16.6376 12.1680 9.8702 0.327
C -16.4676 1.3475 18.1262 -1.492
C -16.1925 2.1347 16.8337 0.927
C -17.0094 3.4413 16.8257 -0.467
O -18.4051 3.0659 16.7562 -0.575
C -19.2476 4.1754 16.7485 -0.288
N -14.7837 2.5598 16.8423 -0.731
H -16.2030 1.9872 18.9682 0.345
H -15.9240 0.4033 18.1580 0.430
H -17.5220 1.0774 18.1837 0.298
H -16.4356 1.5433 15.9509 0.199
H -16.8261 4.0696 15.9541 -0.267
H -16.7762 4.0426 17.7044 0.527
H -19.2223 4.6487 17.7301 0.476
H -20.2264 3.7845 16.4707 0.013
H -19.0107 4.9023 15.9716 -0.011
H -14.6218 3.0211 15.9584 0.197
H -14.1414 1.7815 16.7996 0.285
C -21.1662 6.6486 7.0267 -1.448
C -19.8128 7.0731 7.6514 3.820
C -18.8170 7.2467 6.5944 -1.817
O -17.4706 7.4058 7.0013 -0.114
C -16.5342 6.8582 6.1553 -0.924
N -20.0345 8.3353 8.2440 -0.791
H -21.9420 6.6006 7.7909 0.013
H -21.0362 5.6660 6.5732 0.446
H -21.4963 7.2878 6.2078 0.491
H -19.4040 6.4815 8.4706 -1.721
H -19.1876 7.9553 5.8536 0.206
H -18.8841 6.2470 6.1653 0.658
H -16.5601 5.7733 6.2570 0.265
H -15.4719 7.0846 6.2469 0.290
H -16.7882 7.0014 5.1050 0.366
H -20.5609 8.2278 9.0993 0.007
H -19.0905 8.5590 8.5247 0.209
C -22.6088 5.4566 15.7938 -0.282
C -23.4937 5.6853 16.9694 0.430
C -22.8283 5.3047 18.2927 -0.757
O -23.4909 5.8002 19.4715 -0.423
C -22.9975 5.5229 20.7234 -0.754
N -23.7358 7.0549 17.0088 -0.469
H -22.1198 4.4845 15.7296 0.505
H -21.7478 6.1248 15.8080 -0.420
H -23.1511 5.7399 14.8917 -0.027
H -24.4468 5.1767 16.8245 0.366
H -21.8541 5.7826 18.1898 0.085
H -22.6942 4.2347 18.4518 0.619
H -22.1007 6.1120 20.9152 0.279
H -22.7653 4.4617 20.8135 0.317
H -23.7897 5.7122 21.4477 0.249
H -22.9485 7.6692 16.8574 -0.105
H -24.0239 7.1961 17.9665 0.304
```

Properties
Gap between HOMO and LUMO in Eh: 0.3234
LUMO level in Eh: 0.0001